Entry 1:
Below is a cluster of 2 separate species, C12H17N in total in a non-equilibrium geometry, with properties calculated with ωB97M-V with the def2-TZVPD basis set.

Computed properties:
* LUMO energy (alpha / beta): 3.74 / 3.68 eV
* expectation value of S²: 0.766
* Kohn-Sham gap (alpha / beta): 2.998 / 6.583 eV
* net charge: -1
* ΔE to the lowest compared entry with this formula, charge and spin: 0.679 eV
* multiplicity: 2

Cartesian coordinates (Å):
C (-1.175, -0.889, -3.000)
C (-1.110, -0.465, -0.465)
C (-1.563, -0.092, -1.807)
C (-1.813, 0.346, 0.449)
C (-2.548, 0.834, -1.618)
C (0.221, -1.338, 1.390)
C (-0.514, -0.536, 2.256)
C (-0.056, -1.272, -0.006)
C (-1.494, 0.420, 1.812)
N (-2.685, 1.144, -0.275)
H (1.108, -1.814, 1.776)
H (-0.233, -0.513, 3.308)
H (0.610, -1.864, -0.630)
H (-1.797, 1.116, 2.578)
H (-0.086, -0.786, -3.066)
H (-1.618, -0.500, -3.922)
H (-3.069, 1.379, -2.392)
H (-3.513, 1.636, 0.013)
H (-1.464, -1.938, -2.926)
C (3.655, 0.870, 0.953)
C (3.690, -0.711, 0.949)
C (2.965, 1.396, -0.338)
H (4.708, 1.169, 0.945)
H (3.194, 1.228, 1.857)
H (2.905, -0.951, 1.659)
H (3.369, -1.092, -0.013)
H (2.187, 0.695, -0.632)
H (4.692, -1.061, 1.185)
H (3.720, 1.425, -1.125)
H (2.584, 2.385, -0.097)

Entry 2:
Below is a cluster of 2 separate species, C12H17N in total, with properties calculated with ωB97M-V with the def2-TZVPD basis set.

Computed properties:
* LUMO energy: 0.91 eV
* SMILES string: CCc1c[nH]c2ccccc12.CC
* Kohn-Sham gap: 8.723 eV
* ΔE to the lowest compared entry with this formula, charge and spin: 0.255 eV

Cartesian coordinates (Å):
C (-0.724, 1.070, -2.558)
C (-1.751, 0.328, -1.707)
C (-1.204, -0.121, -0.383)
C (-0.602, 0.629, 0.577)
N (-0.048, -0.186, 1.547)
C (-0.314, -1.495, 1.236)
C (0.082, -2.680, 1.848)
C (-0.332, -3.869, 1.281)
C (-1.104, -3.887, 0.112)
C (-1.417, -2.712, -0.544)
C (-1.032, -1.495, 0.023)
H (-0.443, 2.020, -2.101)
H (-1.165, 1.269, -3.536)
H (0.174, 0.456, -2.668)
H (-2.627, 0.968, -1.564)
H (-2.112, -0.539, -2.266)
H (-0.418, 1.689, 0.643)
H (0.276, 0.129, 2.444)
H (0.776, -2.677, 2.679)
H (-0.078, -4.798, 1.771)
H (-1.373, -4.837, -0.327)
H (-1.997, -2.704, -1.456)
C (2.480, 2.688, 1.288)
C (1.892, 3.211, -0.028)
H (3.565, 2.615, 1.250)
H (2.134, 3.290, 2.125)
H (2.161, 1.658, 1.448)
H (2.564, 3.926, -0.497)
H (0.909, 3.665, 0.088)
H (1.727, 2.389, -0.725)

Entry 3:
Below is a cluster of 2 separate species, C12H17N in total in a non-equilibrium geometry, with properties calculated with ωB97M-V with the def2-TZVPD basis set.

Computed properties:
* LUMO energy: 0.87 eV
* SMILES string: Cc1c[nH]c2ccccc12.CCC
* Kohn-Sham gap: 8.762 eV
* ΔE to the lowest compared entry with this formula, charge and spin: 2.937 eV

Cartesian coordinates (Å):
C (2.137, -0.374, -1.797)
C (1.645, 0.646, -0.857)
C (2.276, 1.492, -0.026)
N (1.342, 2.139, 0.780)
C (0.043, 1.838, 0.333)
C (-1.278, 2.209, 0.770)
C (-2.355, 1.600, 0.217)
C (-2.262, 0.640, -0.822)
C (-0.966, 0.286, -1.299)
C (0.155, 0.804, -0.709)
H (3.127, -0.118, -2.230)
H (1.440, -0.465, -2.704)
H (2.215, -1.345, -1.227)
H (3.326, 1.592, -0.096)
H (1.631, 2.696, 1.648)
H (-1.427, 3.146, 1.274)
H (-3.410, 1.738, 0.383)
H (-3.089, 0.130, -1.186)
H (-0.819, -0.463, -2.265)
C (0.475, -3.041, 2.161)
C (-0.212, -3.283, 0.731)
C (-1.286, -2.494, 0.116)
H (0.870, -1.979, 2.297)
H (1.410, -3.680, 1.972)
H (-0.131, -3.382, 2.988)
H (0.675, -3.611, 0.069)
H (-0.605, -4.437, 0.940)
H (-1.714, -1.628, 0.716)
H (-1.010, -2.006, -0.734)
H (-2.122, -3.101, -0.207)

Entry 4:
Below is a cluster of 2 separate species, C12H17N in total in a non-equilibrium geometry, with properties calculated with ωB97M-V with the def2-TZVPD basis set.

Computed properties:
* LUMO energy: 0.95 eV
* SMILES string: Cc1c[nH]c2ccccc12.CCC
* Kohn-Sham gap: 8.803 eV
* ΔE to the lowest compared entry with this formula, charge and spin: 0.471 eV

Cartesian coordinates (Å):
C (-2.973, -1.616, 2.603)
C (-1.729, -2.021, 1.883)
C (-1.119, -3.231, 1.928)
N (-0.067, -3.281, 1.031)
C (-0.012, -2.087, 0.370)
C (0.780, -1.692, -0.716)
C (0.701, -0.372, -1.096)
C (-0.113, 0.535, -0.387)
C (-1.014, 0.106, 0.555)
C (-1.017, -1.262, 0.882)
H (-3.833, -2.198, 2.270)
H (-3.239, -0.587, 2.361)
H (-2.911, -1.696, 3.688)
H (-1.382, -4.121, 2.476)
H (0.385, -4.126, 0.725)
H (1.346, -2.416, -1.290)
H (1.328, -0.001, -1.894)
H (-0.035, 1.576, -0.667)
H (-1.723, 0.788, 1.008)
C (1.579, 4.376, -0.839)
C (2.035, 3.423, -1.949)
C (2.122, 4.000, -3.367)
H (0.528, 4.633, -0.944)
H (1.640, 3.836, 0.114)
H (2.281, 5.201, -0.755)
H (1.399, 2.541, -1.959)
H (3.065, 3.140, -1.720)
H (2.869, 3.435, -3.924)
H (2.437, 5.052, -3.374)
H (1.187, 3.957, -3.933)